19
Properties=species:S:1:pos:R:3 method="wB97M-V/def2-TZVPD" smiles="C=NCCCN.O" homo_lumo_gap_ev=9.97 mol_weight_g_mol=104.153 spin_multiplicity=1 e_homo_ev=-9.0
O 1.86092 -0.91259 1.72141
N 0.96119 -0.06464 -1.02373
N -1.52776 -1.22845 1.19904
C 1.99046 0.33307 -1.68186
C -1.26681 0.21626 1.18634
C -1.03186 1.02831 -0.17155
C -0.41541 0.19591 -1.27645
H 2.80922 -0.81539 1.78363
H -0.42636 0.35901 1.82421
H -0.45084 1.95952 0.11326
H -0.58352 0.56211 -2.27932
H 2.93328 0.12976 -1.16368
H -0.87529 -0.75474 -1.10494
H 1.85638 0.95374 -2.63482
H 1.62738 -0.84188 0.85806
H -2.10312 1.41444 -0.47964
H -0.81801 -1.79271 0.75726
H -2.09206 0.67797 1.59774
H -2.44777 -1.41969 0.77504

19
Properties=species:S:1:pos:R:3 method="wB97M-V/def2-TZVPD" smiles="CNC(C)=O.CN" homo_lumo_gap_ev=9.71 mol_weight_g_mol=104.153 spin_multiplicity=1 e_homo_ev=-9.0
O -2.42156 0.05822 1.85481
N 1.47628 0.48114 -1.32587
N -1.12477 0.32072 -0.00800
C 2.02227 -0.80265 -0.90375
C -1.31619 0.23155 1.36559
C -2.14550 -0.13041 -0.89669
C 0.02261 0.39094 2.19144
H -0.14866 0.26024 -0.41612
H 2.02174 1.22445 -0.97391
H 2.94217 -1.01548 -1.50757
H -3.06870 0.43893 -0.77942
H -0.11206 1.34508 2.79118
H 1.41058 0.69241 -2.30807
H 0.22475 -0.44921 2.90467
H 1.31858 -1.62630 -1.11256
H -2.38381 -1.12196 -0.60876
H 2.19215 -0.72527 0.22169
H -1.75168 -0.00700 -1.91152
H 0.84179 0.43461 1.42289

19
Properties=species:S:1:pos:R:3 method="wB97M-V/def2-TZVPD" smiles="C=NCCCN.O" homo_lumo_gap_ev=9.24 mol_weight_g_mol=104.153 spin_multiplicity=1 e_homo_ev=-8.4
O 0.36396 0.43610 -4.23066
N -0.21800 -0.58463 -0.53029
N 1.92848 0.24797 1.58815
C -0.48770 -0.27526 1.92124
C 0.60774 0.79689 1.92330
C -1.14911 -0.49704 0.57578
C -0.67213 -1.04522 -1.60404
H 0.12228 0.59361 -5.14970
H -1.79043 0.34841 0.30936
H -0.07450 -1.16062 2.39434
H 0.66872 1.33960 2.86441
H 0.39919 1.53398 1.14060
H 2.55709 1.01616 1.41833
H -1.28521 0.08914 2.57917
H 2.26616 -0.44627 2.23336
H -1.73811 -1.33079 -1.64006
H -1.72286 -1.42721 0.57120
H 0.30787 1.32603 -3.86271
H -0.08344 -0.96084 -2.50178

19
Properties=species:S:1:pos:R:3 method="wB97M-V/def2-TZVPD" smiles=C[C@H](O)CNCN homo_lumo_gap_ev=10.07 mol_weight_g_mol=104.153 spin_multiplicity=1 e_homo_ev=-9.2
O -0.45690 -1.46583 -1.31243
N 0.85600 0.21939 0.01003
N 3.16557 0.91566 0.68849
C 1.72334 0.83682 0.99750
C -2.54252 -0.96018 -0.46698
C -0.51587 0.28446 0.29050
C -1.24170 -0.33472 -0.84670
H -2.75364 -1.64078 -1.23485
H 3.30515 -0.05489 0.44507
H 1.44912 0.51314 1.97921
H -3.46290 -0.41789 -0.46076
H 1.31235 1.82963 1.00142
H 3.14405 1.21554 -0.26834
H -0.68272 -0.08029 1.27965
H -1.36548 0.36704 -1.71372
H -2.50423 -1.61787 0.53002
H 0.25084 -1.47591 -0.60349
H -0.89643 1.35356 0.52480
H 1.21595 0.51310 -0.83945

19
Properties=species:S:1:pos:R:3 method="wB97M-V/def2-TZVPD" smiles=CN[C@@H](CN)CO homo_lumo_gap_ev=9.98 mol_weight_g_mol=104.153 spin_multiplicity=1 e_homo_ev=-9.0
O -0.47188 1.80309 1.88897
N -0.65403 -1.42060 0.11294
N 1.07519 1.83020 -0.71995
C 0.16110 0.68412 -0.94476
C -1.07045 0.68948 1.24947
C 0.31385 -2.39678 -0.36375
C -0.07776 -0.08329 0.34615
H 0.66324 -2.21119 -1.38056
H -1.40017 0.00945 2.03583
H -1.37995 -1.32538 -0.59048
H -1.94085 0.99591 0.65580
H 1.64752 2.01369 -1.53082
H -0.26657 2.47544 1.22819
H 0.81216 -0.20110 0.95251
H 1.67990 1.72154 0.08024
H 0.58550 0.04322 -1.71757
H 1.21178 -2.33901 0.25860
H -0.11095 -3.39128 -0.25145
H -0.77763 1.10248 -1.30933

19
Properties=species:S:1:pos:R:3 method="wB97M-V/def2-TZVPD" smiles="C=CN.C=N.CO" homo_lumo_gap_ev=7.83 mol_weight_g_mol=104.153 spin_multiplicity=1 e_homo_ev=-7.4
O -2.34592 1.06377 0.13525
N -0.79751 -0.87108 -1.72931
N 0.93406 0.59241 -0.35139
C -1.63877 0.35022 1.13440
C 3.16772 0.55014 0.61834
C -1.32805 -1.62937 -0.84349
C 2.01965 -0.01893 0.24335
H -2.27475 -0.47896 1.44169
H -2.37824 -1.90451 -0.83723
H 0.19187 -0.03911 -1.15230
H 3.92570 -0.01149 1.13546
H -1.74992 1.72952 -0.22942
H -1.48424 0.97277 2.02798
H 1.83599 -1.05812 0.50437
H -0.66515 -2.12086 -0.14506
H 3.39442 1.57957 0.38370
H -0.52479 0.21985 0.73445
H 1.15552 1.52996 -0.67110
H -1.43758 -0.45576 -2.39968

19
Properties=species:S:1:pos:R:3 method="wB97M-V/def2-TZVPD" smiles="CCC/N=C/N.O" homo_lumo_gap_ev=10.20 mol_weight_g_mol=104.153 spin_multiplicity=1 e_homo_ev=-9.3
O -1.88443 -3.48555 0.18281
N 1.06922 0.36600 -0.59135
N 0.85161 1.97944 -2.27067
C 1.07882 1.57874 -0.96949
C -0.15295 0.53795 1.63576
C -1.21448 -0.43899 1.06214
C 1.16225 0.26552 0.89395
H -1.56924 -0.20955 0.06096
H -1.70196 -2.71673 -0.37314
H 1.04886 2.38076 -0.21877
H -0.90592 -1.48795 0.95202
H -0.03177 1.81795 -2.70345
H 1.88750 1.01921 1.23578
H -2.42914 -3.96782 -0.46013
H 0.07007 0.21916 2.65045
H -2.06127 -0.46503 1.75470
H -0.54444 1.53896 1.51435
H 1.41706 -0.77554 1.07081
H 1.29196 2.83262 -2.57295

19
Properties=species:S:1:pos:R:3 method="wB97M-V/def2-TZVPD" smiles=C[C@@H](CO)NCN homo_lumo_gap_ev=9.53 mol_weight_g_mol=104.153 spin_multiplicity=1 e_homo_ev=-8.6
O -1.50896 0.17944 2.68315
N 0.73854 -0.02365 -0.20969
N 2.29166 1.07831 -1.64026
C -0.61604 -0.08567 0.35355
C -1.56297 -1.09887 -0.33915
C -0.47230 -0.34999 1.85195
C 0.90122 0.70136 -1.46900
H -0.41021 -1.40449 2.10352
H -0.82939 0.95293 0.11305
H 0.49307 0.15503 1.99805
H -2.45135 -1.11436 0.29129
H 0.26292 1.57936 -1.49528
H -1.06725 -2.06879 -0.33232
H 0.63473 0.11289 -2.36677
H 1.41555 -0.74820 -0.01092
H -1.65599 1.11334 2.51323
H 2.61227 1.37262 -0.70538
H 2.93671 0.37139 -1.96578
H -1.71222 -0.72265 -1.37324

19
Properties=species:S:1:pos:R:3 method="wB97M-V/def2-TZVPD" smiles="CC(C)/C=[NH+]/[O-].N" homo_lumo_gap_ev="8.68 / 8.87" mol_weight_g_mol=104.153 spin_multiplicity=1 e_homo_ev="-7.9 / -8.2"
O 1.63551 2.81950 -0.49946
N -0.28991 2.05389 2.60393
N 0.75578 1.93137 -0.43718
C -0.04694 -0.51219 -0.94249
C 0.35325 -1.30798 -2.18857
C 1.05193 0.51889 -0.73004
C -0.28098 -1.37874 0.32961
H 0.61791 -1.63001 0.73142
H 2.11068 0.34931 -0.69844
H -0.96072 0.13115 -1.25420
H -0.50029 3.03951 2.26982
H -0.85856 -2.34577 0.05905
H 1.25820 -1.85984 -1.89900
H -0.40928 2.07357 3.59424
H -0.39499 -2.08086 -2.53517
H -1.03698 1.50705 2.29278
H -0.91550 -0.82753 1.11508
H -0.19895 2.04940 -0.08051
H 0.63417 -0.65931 -3.10774

19
Properties=species:S:1:pos:R:3 method="wB97M-V/def2-TZVPD" homo_lumo_gap_ev=8.01 mol_weight_g_mol=104.153 spin_multiplicity=1 e_homo_ev=-7.1
O -1.90287 -0.95180 0.98238
N -0.72182 0.99309 1.01107
N 1.78430 0.72649 0.33090
C -1.05189 -0.08752 0.32835
C -0.41501 -0.43757 -0.88330
C -2.44212 -2.06758 0.28540
C 2.46437 1.68193 -0.55168
H 0.81888 1.11048 0.80874
H 1.72987 2.07641 -1.25275
H -3.19207 -2.49858 0.94714
H 2.88500 2.50989 0.01977
H -1.24283 1.05003 1.88007
H -0.68065 -1.36141 -1.37549
H 2.40343 0.30033 1.01257
H 1.18923 -0.03347 -0.26759
H -1.67724 -2.82152 0.07717
H 3.25909 1.19228 -1.11762
H -2.91196 -1.76604 -0.65440
H -0.29570 0.38458 -1.58072

19
Properties=species:S:1:pos:R:3 method="wB97M-V/def2-TZVPD" homo_lumo_gap_ev="9.57 / 7.96" mol_weight_g_mol=104.153 spin_multiplicity=1 e_homo_ev="-8.6 / -7.5"
O 0.66009 0.11620 -1.24853
N -0.41621 0.93178 0.70840
N 0.43181 -1.09703 -1.02245
C 1.45425 -1.90274 -0.45011
C -1.31343 1.95479 0.25565
C -0.81617 -1.67346 -1.23390
C 0.53725 1.57514 1.55489
H -2.26737 1.68187 -0.22707
H 0.03227 1.82751 2.48991
H 1.14772 0.75851 1.93168
H -0.95281 2.56332 -0.68613
H 2.23161 -1.39002 0.10673
H 2.03728 -2.41914 -1.21975
H 1.02905 -2.52541 0.30260
H 1.10883 2.54603 1.34043
H -0.64150 -2.68493 -0.95541
H -1.28584 -1.61555 -2.20961
H -1.40530 -1.24362 -0.55576
H -1.57153 2.59674 1.11844

19
Properties=species:S:1:pos:R:3 method="wB97M-V/def2-TZVPD" smiles=NCCNCCO homo_lumo_gap_ev=9.54 mol_weight_g_mol=104.153 spin_multiplicity=1 e_homo_ev=-8.6
O -2.68464 0.12463 -0.72620
N 0.87469 0.07954 -0.88302
N -0.19550 0.75240 1.81106
C 1.05994 -0.02883 1.62915
C -1.53893 0.03143 -1.56129
C 1.67151 0.42522 0.30654
C -0.34676 -0.73420 -0.93493
H -1.81671 -0.47564 -2.49114
H -0.93642 0.18806 2.20585
H 0.88805 -1.11054 1.51553
H 1.89172 1.50194 0.30035
H -2.34907 -0.09948 0.16853
H 1.46165 -0.14134 -1.67941
H -0.49747 1.09334 0.90802
H -0.49959 -1.11982 0.07845
H 1.63573 0.15695 2.53338
H -1.09367 0.99990 -1.81573
H 2.67076 0.01103 0.14492
H -0.19528 -1.65459 -1.51006